C4H12O | the ωB97M-V functional and the def2-TZVPD basis

Each line ends with the natural charge from an NBO analysis.
Element x y z (Å)
1 C -0.355 2.896 -0.340  -0.630
2 C -0.032 2.104 0.886  -0.078
3 O -0.199 0.769 0.565  -0.709
4 H 0.632 3.288 -0.876  0.191
5 H -0.962 3.747 -0.152  0.210
6 H -0.846 2.250 -1.060  0.227
7 H 0.857 2.435 1.396  0.174
8 H -0.798 2.384 1.731  0.146
9 H 0.672 0.403 0.613  0.472
10 C -0.290 -1.917 -0.485  -0.620
11 C 0.580 -3.037 -0.243  -0.604
12 H -0.065 -1.301 -1.261  0.205
13 H -1.207 -2.493 -0.683  0.205
14 H -0.519 -1.310 0.471  0.219
15 H 1.683 -2.887 -0.332  0.191
16 H 0.296 -3.850 -0.981  0.195
17 H 0.554 -3.481 0.752  0.207

Results
- Kohn-Sham gap: 11.114 eV
- SMILES: CCO.CC
- Energy relative to the best compared isomer or geometry (same formula, charge and spin): 167.0 kJ/mol
- Net charge: 0
- HOMO energy: -0.3762 hartree
- Calculated total energy: -234.76900 Ha
- LUMO level: 0.875 eV